Formula: C6H9NO
Source: the OMol25 dataset
Level of theory: ωB97M-V/def2-TZVPD

Each line ends with the Löwdin charge.
Atoms and positions in Å:
1 C -1.2047 -0.8034 1.0510  -0.3946
2 C -0.1964 0.2474 0.3918  -0.3742
3 N -2.4022 -1.1693 0.8030  0.0728
4 H -0.5049 1.8838 1.7187  0.0876
5 H -0.7407 2.3075 0.0142  0.0808
6 C 0.3065 -0.2858 -0.8297  -0.2416
7 H 2.0456 -0.6756 -2.0032  0.0970
8 C 0.0715 -0.8328 1.4529  0.0289
9 H 0.8773 -1.5302 1.6127  0.0832
10 H 1.3352 0.9257 -2.2247  0.1078
11 H -1.1960 -1.4117 -1.0534  0.1235
12 H 0.8958 2.0984 0.6704  0.0745
13 O -0.3154 -1.2608 -1.4760  0.1253
14 C 1.5688 0.1556 -1.4819  0.0218
15 H 2.2576 0.5837 -0.7551  0.0948
16 C -0.1308 1.7208 0.7070  -0.0310
17 H -2.6673 -1.9534 1.4022  0.0434

E_LUMO: 0.04 eV
Total charge: 0
HOMO-LUMO gap: 7.4828 eV
E: -363.873740 Ha
Spin multiplicity: 1
Energy above the lowest of the compared OMol25 structures with the same formula, charge and spin: 4.095 eV